{
  "formula": "C18H42CaF2N7O10S2",
  "method": "the ωB97M-V functional and the def2-TZVPD basis",
  "elements": ["Ca", "N", "S", "O", "O", "F", "S", "O", "O", "F", "C", "C", "O", "N", "C", "H", "H", "H", "H", "H", "H", "H", "C", "C", "O", "N", "C", "H", "H", "H", "H", "H", "H", "H", "C", "C", "O", "N", "C", "H", "H", "H", "H", "H", "H", "H", "C", "C", "O", "N", "C", "H", "H", "H", "H", "H", "H", "H", "C", "C", "O", "N", "C", "H", "H", "H", "H", "H", "H", "H", "C", "C", "O", "N", "C", "H", "H", "H", "H", "H", "H", "H"],
  "xyz": [[0.3370, 0.3185, 0.0782], [0.9851, 2.2759, 0.8634], [2.2345, 3.0976, 1.1356], [2.8178, 2.9914, 2.4724], [2.4185, 4.3809, 0.4202], [3.1694, 2.0986, 0.2196], [0.0976, 3.6141, 1.5440], [-0.4717, 4.5439, 0.5749], [0.3495, 3.9485, 2.9196], [-1.2820, 2.8230, 1.7029], [-0.4308, -2.8998, -3.2529], [-0.3362, -2.5467, -1.7579], [-0.3283, -1.4170, -1.3031], [-0.2786, -3.5952, -0.9456], [-0.2381, -3.4830, 0.5316], [0.4224, -2.6117, -3.8672], [-1.2963, -2.3947, -3.6818], [-0.5590, -3.9774, -3.3543], [-0.6510, -4.4841, -1.2476], [-0.0654, -4.4533, 0.9972], [-1.2150, -3.1721, 0.9019], [0.5506, -2.8448, 0.9299], [-3.3902, 2.6529, -0.5418], [-2.4904, 1.8474, -1.4507], [-1.3798, 1.4797, -1.0586], [-3.0823, 1.4668, -2.6319], [-2.4068, 0.4535, -3.4248], [-4.3626, 2.8903, -0.9734], [-2.9229, 3.6011, -0.2758], [-3.5139, 2.1588, 0.4218], [-4.0808, 1.6177, -2.6476], [-2.3708, -0.5147, -2.9253], [-1.3811, 0.7386, -3.6589], [-2.9718, 0.1866, -4.3179], [4.1135, -1.6798, 1.6371], [3.4226, -1.6029, 0.3058], [2.2729, -1.1285, 0.1309], [4.1224, -2.1097, -0.7096], [3.6831, -2.0637, -2.0790], [3.8907, -0.8139, 2.2606], [5.2016, -1.7431, 1.6457], [3.7998, -2.6230, 2.0846], [5.0342, -2.5274, -0.5906], [3.8321, -1.1431, -2.6433], [2.6099, -2.2537, -2.0926], [4.0876, -2.8048, -2.7685], [1.4403, 0.8939, 4.3744], [0.8192, -0.2731, 3.7073], [0.9337, -0.4349, 2.4726], [0.0258, -1.0150, 4.4505], [-0.6759, -2.2242, 3.9486], [0.9612, 1.8145, 4.0412], [2.4501, 0.8781, 3.9643], [1.5193, 0.8192, 5.4590], [-0.1416, -0.8351, 5.4301], [-1.5765, -2.0614, 3.3565], [-0.9034, -2.9078, 4.7666], [-0.0150, -2.7343, 3.2478], [1.5123, 0.1543, -4.1885], [1.3208, 1.2085, -3.1110], [1.4480, 0.8591, -1.9281], [1.1401, 2.4506, -3.5534], [1.0807, 3.5262, -2.5189], [0.6316, -0.1324, -4.7632], [1.8522, -0.7483, -3.6806], [2.2371, 0.5066, -4.9225], [1.2318, 2.5945, -4.5489], [0.9649, 4.4968, -3.0012], [2.0169, 3.6388, -1.9722], [0.2404, 3.4628, -1.8275], [-3.6207, -1.2900, 0.2381], [-2.8194, -0.4815, 1.2594], [-1.6035, -0.4155, 1.1498], [-3.5271, 0.0855, 2.2491], [-2.9012, 0.8915, 3.3036], [-4.1460, -0.5100, -0.3130], [-4.1257, -2.1105, 0.7480], [-2.9987, -1.8486, -0.4614], [-4.5328, -0.0053, 2.2265], [-3.1453, 0.5377, 4.3053], [-3.2196, 1.9337, 3.3260], [-1.8208, 0.9782, 3.1884]],
  "forces_ev_per_angstrom": [[0.1, -1.8, -0.3], [-3.2, 4.2, 2.1], [10.4, 0.6, -0.9], [-1.1, 0.1, -2.3], [-1.3, -2.4, 1.7], [-0.2, 0.5, 0.7], [-7.2, 0.7, -0.7], [2.5, -0.5, 1.0], [0.7, 0.0, -1.5], [0.0, -1.6, 0.5], [-0.4, 0.0, 0.5], [0.0, -0.2, -0.9], [0.1, 0.6, -0.6], [0.1, -1.5, 1.8], [-0.4, -0.2, 0.0], [0.2, 0.1, 0.5], [0.0, 0.0, 0.0], [0.0, 0.1, -0.1], [0.4, 0.1, -0.4], [0.1, -0.3, -0.5], [0.1, 0.4, 0.1], [-0.1, 0.4, -0.5], [0.1, 0.6, 0.1], [-0.9, -0.4, 0.6], [-0.6, 0.3, -1.0], [1.3, 0.0, 1.2], [-0.5, -0.8, -0.4], [0.0, -0.2, 0.0], [0.2, 0.0, -0.2], [0.0, -0.3, -0.1], [0.2, -0.1, -0.5], [0.2, 0.1, 0.6], [-0.2, 0.2, 0.0], [0.1, 0.7, -0.2], [0.1, 0.0, 0.6], [-1.0, 1.0, -0.2], [1.8, -0.8, 0.3], [0.9, -0.4, -1.4], [-1.4, -0.2, -1.1], [-0.5, -0.3, 0.0], [0.0, 0.0, -0.7], [-0.3, 0.2, 0.4], [-0.2, 0.3, 0.6], [0.2, 0.5, 0.7], [-0.1, 0.2, 0.0], [0.5, -0.5, 0.7], [1.1, -0.2, -0.1], [-0.5, 1.2, -1.7], [0.0, -0.3, 1.1], [-1.9, -2.5, 0.6], [0.8, 0.1, -0.4], [0.1, 0.0, 0.1], [0.1, 0.5, 0.1], [-0.3, 0.1, 0.0], [0.5, 0.4, -0.3], [-0.1, 0.6, 0.3], [0.1, 0.2, 0.1], [0.2, 0.0, 0.2], [0.1, -0.3, 0.0], [0.6, -1.4, -0.2], [-0.5, 0.9, -0.6], [-0.3, 0.5, 1.8], [0.2, 1.0, -1.0], [-0.3, 0.3, 0.2], [0.2, 0.2, -0.2], [0.2, -0.2, 0.0], [-0.1, 0.4, 0.3], [-0.1, -0.1, -0.4], [-0.1, -0.5, 0.1], [0.1, -0.6, -0.1], [0.8, 0.1, 0.4], [0.0, -1.1, -0.6], [0.2, 0.5, 0.5], [0.5, 0.5, 0.3], [0.0, 0.6, 0.4], [-0.9, -0.6, -0.1], [-1.0, 0.6, 0.0], [0.5, 0.6, 0.0], [0.2, 0.0, 0.1], [0.1, -0.5, -0.1], [-0.4, 0.0, -0.5], [-0.2, -0.6, -0.2]],
  "mulliken_charge": [2.431, -0.334, 0.666, -0.587, -0.578, -0.299, 0.664, -0.593, -0.556, -0.154, -1.196, 0.343, 0.098, -0.133, -0.699, 0.105, 0.268, 0.453, 0.271, 0.440, 0.256, -0.129, -0.991, 0.260, 0.107, -0.163, -0.521, 0.482, 0.246, 0.072, 0.283, -0.016, 0.064, 0.433, -1.205, 0.490, -0.242, -0.171, -0.563, 0.065, 0.471, 0.331, 0.275, 0.323, -0.164, 0.457, -1.073, 0.612, -0.347, -0.129, -0.610, 0.096, 0.245, 0.464, 0.279, 0.054, 0.475, 0.093, -0.892, 0.439, -0.575, -0.048, -0.678, 0.304, -0.258, 0.516, 0.267, 0.399, 0.303, -0.033, -1.125, 0.173, 0.072, -0.015, -0.667, 0.363, 0.437, -0.137, 0.222, 0.357, 0.352, 0.012],
  "largest_force_ev_per_a": 10.4,
  "homo_ev": -12.06,
  "total_charge": 1,
  "lumo_energy_ev": -1.996,
  "mol_weight_g_mol": 658.78,
  "gap_ev": 10.1
}